This record from OMol25 describes a cluster of 3 separate species, C2H12N2O2 in total in a non-equilibrium geometry. The level of theory is ωB97M-V with the def2-TZVPD basis set.

Element x y z (Å)
H 1.1431 -1.2772 1.3241
H -2.3034 3.4774 -0.2110
H -1.2703 -0.0963 -1.1832
H -0.7351 -3.6490 -1.7146
H 2.3135 1.3079 0.6997
H 0.0985 1.1608 -0.1480
H 1.7370 -0.8568 -0.1991
H 3.1239 0.1633 1.3097
C -0.0521 0.2446 0.4340
C 1.2941 -0.4096 0.6821
H -0.5202 -2.3952 -0.7575
H -0.8325 3.7338 -0.5550
O -1.6360 3.3219 -0.8853
H -0.4714 0.5394 1.3813
N 2.1779 0.5553 1.3727
N -0.9744 -0.5834 -0.3487
H -1.8464 -0.9030 0.0465
O -0.3692 -3.3564 -0.8689

Summary:
SMILES string: NCCN.O.O
E_LUMO, eV: 0.639
Frontier orbital gap, eV: 10.3693

The net atomic charges from natural (NBO), expressed in e, are: 0.188, 0.472, 0.373, 0.462, 0.334, 0.179, 0.176, 0.351, -0.221, -0.232, 0.493, 0.471, -0.941, 0.192, -0.813, -0.872, 0.376, -0.989



This record from OMol25 describes a cluster of 2 separate species, C3H11N4 in total in a non-equilibrium geometry. The level of theory is ωB97M-V with the def2-TZVPD basis set.

Element x y z (Å)
C -1.5935 0.7185 0.0980
H 0.6536 -0.0252 -0.2827
N -0.0171 -0.9019 -0.4184
H -0.6401 1.2031 0.2960
N 2.0015 1.0418 -0.5333
H -0.0537 -2.4835 1.1505
C 0.2585 -2.2745 0.0733
N -1.2793 -0.5632 -0.2071
H -0.2815 -2.9368 -0.5237
H -1.9189 -1.3490 -0.4317
H -3.0166 2.1624 0.2963
H -3.5992 0.7007 -0.0350
N -2.8390 1.2405 0.1642
H 3.5651 2.0973 0.0471
C 2.8386 1.3610 0.3445
H 1.2909 -2.3767 0.1730
H 2.0963 1.4947 -1.5194
H 2.5345 0.8909 1.3086

Summary:
Total charge: +1
E_LUMO, eV: -3.221
Frontier orbital gap, eV: 9.0845

The net atomic charges from natural (NBO), expressed in e, are: 0.309, 0.417, -0.465, 0.230, -0.670, 0.186, -0.429, -0.301, 0.203, 0.421, 0.420, 0.407, -0.725, 0.202, -0.009, 0.235, 0.373, 0.196



This record from OMol25 describes the molecule C9H12O3 in a non-equilibrium geometry. The level of theory is ωB97M-V with the def2-TZVPD basis set.

Element x y z (Å)
H 0.6731 0.0065 -2.3604
H 1.6174 2.5864 1.1768
H -2.2200 -1.4119 -1.3391
H 1.7012 3.3577 -0.3788
H -1.2634 0.1383 0.1819
O 1.6172 -2.7836 -0.6315
H 0.6476 -2.3750 2.1548
H -1.1236 -2.5754 -0.5454
O 2.7013 -0.8489 -0.7475
H 1.4296 -0.8406 2.4722
C 0.6614 -0.9424 0.5837
C 1.3808 1.1964 -0.4917
C -1.2363 -1.6038 -1.0903
O 3.4667 0.9556 0.5338
C 1.1595 2.5936 0.1737
C 0.5015 -1.1790 2.0102
C 2.5640 0.5006 -0.1376
H 0.0372 2.8470 0.1517
C 1.7356 -1.6379 -0.3360
H -0.3715 1.3099 -1.7601
C 0.2357 0.5085 -1.3469
H -0.4459 -0.8406 2.3237
C -0.4385 -0.5082 -0.4180
H -0.8276 -1.8769 -2.0370

Summary:
E_LUMO (alpha / beta), eV: -0.274 / -1.177
Frontier orbital gap (alpha / beta), eV: 8.5815 / 7.0696

The net atomic charges from natural (NBO), expressed in e, are: 0.229, 0.249, 0.220, 0.240, 0.209, -0.557, 0.252, 0.232, -0.504, 0.258, 0.127, 0.044, -0.628, -0.563, -0.663, -0.702, 0.647, 0.217, 0.741, 0.231, -0.451, 0.235, -0.282, 0.218



This record from OMol25 describes a structure of composition C32H35AsN7O7S2SiV in a non-equilibrium geometry. The level of theory is ωB97M-V with the def2-TZVPD basis set.

Element x y z (Å)
O -2.4464 0.0108 -2.7422
H -6.1463 -4.6633 -0.9311
C 3.2989 -0.5065 -0.6347
H -1.3430 1.4165 3.9562
C 1.4570 2.5866 -2.6269
H -6.0961 -0.8956 -2.9984
V 0.3676 0.2411 0.6004
C -0.0616 -3.5027 3.3094
H 3.5554 3.5151 5.3795
C -5.6667 -3.7203 -1.1630
C 3.8824 -0.5386 0.6265
H 5.4858 3.5107 1.5370
N 1.9338 -0.3672 -0.8701
H -0.1981 3.3653 -5.4917
N 0.2735 2.2210 -0.4278
C -1.0138 2.3434 -0.1208
C 1.2354 2.8941 -3.9577
C 3.5997 2.5190 1.5808
H -0.3559 -0.5151 -2.0796
H 7.1364 -0.8153 -0.3167
H 0.3401 -0.3289 -3.6838
H -2.1632 3.3018 -3.9712
O 0.8881 -1.2495 1.7959
H 2.4490 2.3643 -2.2528
C -1.1608 3.1290 -3.6028
N -1.7585 2.7507 -1.1733
C -6.2624 -2.8318 -2.0454
N 0.4655 -0.4398 -2.6947
H 0.1440 -4.5606 3.5030
O -2.6345 -1.4438 1.6970
C 0.3532 2.5371 -1.7860
H 5.4643 4.1283 3.9221
Si 1.2943 -2.7163 2.2898
H 2.0728 2.9258 -4.6436
H -1.0464 3.0069 1.8779
C -0.9193 2.8399 -2.2671
C -1.5427 2.2307 1.2900
As -2.2154 -1.8692 0.1585
H -7.2123 -3.0764 -2.5056
C 4.1062 -0.6140 -1.7708
H 2.8650 -3.5541 4.0524
C 2.5340 2.1613 2.4006
H 5.7168 -0.6783 1.7055
H 3.6048 2.2394 0.5355
N 1.3151 2.0591 4.2370
C 5.2591 -0.6515 0.7240
C 4.6281 3.5778 3.5102
O -3.4353 0.7346 -0.6336
C 4.6407 3.2253 2.1501
C 1.6746 -3.8435 0.8192
C 0.6754 1.4438 3.2043
S 3.0983 -0.6309 -3.1920
C -4.4401 -1.3061 -1.7300
H -0.7291 -3.5721 0.3009
H -0.6777 -0.1740 3.5125
H 3.7510 -2.6722 2.8015
C 2.8296 -2.6820 3.3909
H -1.9640 0.2275 1.7681
C 2.5268 2.5299 3.7470
N -1.1936 0.9126 1.8509
H -1.0311 -3.4121 2.8105
C 5.4864 -0.7154 -1.6791
C -3.8321 -2.1946 -0.8564
N 1.3684 1.4660 2.0994
S -3.6798 0.2791 -2.0146
C 1.6822 -0.4627 -2.1562
H 3.2393 -0.4830 1.4957
C 6.0615 -0.7310 -0.4157
C -5.6480 -1.6180 -2.3292
O -4.6392 1.0959 -2.7288
C -0.0586 3.1501 -4.4397
O -0.8748 -1.0558 -0.4568
H 6.0986 -0.7915 -2.5691
C -0.7065 0.8823 3.2388
H -2.7599 2.6247 -1.2013
C 3.5691 3.2385 4.3327
H -0.1449 -2.9930 4.2762
H -3.9781 -4.1014 0.1106
H 2.7343 -4.1123 0.8002
H -2.6189 2.4047 1.3053
H 1.1004 -4.7761 0.8215
C -4.4499 -3.4057 -0.5684
H 1.4615 -3.3096 -0.1139
H 0.9799 2.1179 5.1812
O -1.6674 -3.5551 0.0734
H 2.8237 -1.7851 4.0196

Summary:
Total charge: -1
E_LUMO (alpha / beta), eV: 2.203 / 2.205
2S+1: 2
Frontier orbital gap (alpha / beta), eV: 5.3282 / 4.6228

The net atomic charges from Mulliken, expressed in e, are: -0.687, 0.370, -1.342, 0.516, -0.513, 0.486, 0.669, -1.183, 0.422, -0.646, -0.168, 0.433, 1.998, 0.367, -0.225, 0.820, -0.856, -0.013, -0.262, 0.397, 0.266, 0.422, -0.534, 0.470, -0.904, -0.165, -0.564, 0.192, 0.434, -0.993, -0.143, 0.377, 1.188, 0.423, 0.363, 0.740, -0.965, 0.683, 0.366, 0.873, 0.429, -0.476, 0.484, 0.541, -0.058, -1.288, -0.476, -0.719, -0.990, -1.373, 0.199, -0.390, -0.189, 0.210, 0.056, 0.265, -1.483, 0.502, 0.611, 0.208, 0.265, -0.449, 0.027, 1.029, 1.556, -0.263, 0.701, -0.743, -0.490, -0.798, -0.520, -0.158, 0.403, -1.151, 0.475, -1.166, 0.245, 0.415, 0.387, 0.459, 0.460, -0.833, 0.284, 0.225, -0.831, 0.294